Record 1
This record from the Open Molecules 2025 dataset describes C23H23Cl2NO3 in the gas phase. The level of theory is ωB97M-V/def2-TZVPD.

## Properties
Net charge: 0
Lowest unoccupied orbital energy (eV): 0.53
DFT total energy (Ha): -2091.0855
SMILES string: COc1ccc(CNCC(O)(c2ccc(Cl)cc2)c2ccc(Cl)cc2)cc1OC
Spin multiplicity: 1
Kohn-Sham gap (eV): 8.73

XYZ file:
```
52
Properties=species:S:1:pos:R:3:nbo_charge:R:1
H 4.426 2.106 -3.221 0.18
O -3.034 -0.538 2.123 -0.73
H 1.298 -3.585 -0.266 0.23
O 2.335 3.213 -2.814 -0.52
C 1.036 -0.197 -2.967 -0.23
H -1.039 -1.854 6.200 0.23
H 3.579 2.232 -4.783 0.18
C -0.660 -1.292 5.360 -0.23
C 1.904 0.881 -3.112 0.24
C 0.201 2.276 -2.138 -0.30
C -0.865 -0.548 3.074 0.06
C -2.025 1.370 -1.381 -0.23
C -1.343 -1.274 4.160 -0.19
H -3.489 -0.161 1.356 0.50
H -0.867 -0.918 -2.344 0.21
H 4.835 0.992 -4.550 0.19
C 0.285 -3.378 0.040 -0.22
C 1.890 4.497 -2.456 -0.25
H -1.512 1.499 1.296 0.21
H -2.269 -1.816 4.055 0.23
C -0.724 -4.289 -0.235 -0.05
H 1.387 -1.162 -3.298 0.23
H -0.139 3.242 -1.799 0.21
H 0.716 0.739 2.391 0.22
C -0.226 -0.052 -2.429 -0.23
N -2.303 0.437 -0.300 -0.64
H -0.313 0.479 0.454 0.19
H 1.937 0.699 4.509 0.23
C 0.320 0.161 3.210 -0.23
H 1.011 4.797 -3.035 0.18
C -2.027 -4.041 0.163 -0.24
C 1.472 2.151 -2.685 0.29
C 4.027 1.541 -4.066 -0.24
C -0.659 1.196 -2.007 -0.05
H -2.265 -0.511 -0.670 0.37
C -1.664 -0.607 1.784 0.18
H 2.719 5.164 -2.689 0.20
C -1.327 -1.930 1.093 -0.07
H 1.665 4.565 -1.387 0.18
C 0.523 -0.580 5.476 -0.03
H 0.770 -1.507 0.928 0.22
O 3.111 0.553 -3.653 -0.50
C 1.016 0.146 4.407 -0.23
C -0.021 -2.207 0.706 -0.21
C -1.354 0.536 0.800 -0.25
Cl -0.348 -5.753 -1.076 0.00
H -2.126 2.383 -0.980 0.19
C -2.320 -2.862 0.825 -0.16
H -2.803 -4.761 -0.045 0.23
H -2.802 1.225 -2.138 0.21
H -3.332 -2.661 1.143 0.23
Cl 1.392 -0.598 6.971 0.00
```

***

Record 2
This record from the Open Molecules 2025 dataset describes 13 unconnected molecules or ions with the total composition C52H89F15O34. The level of theory is ωB97M-V/def2-TZVPD.

## Properties
Net charge: 0
Lowest unoccupied orbital energy (eV): 0.03
DFT total energy (Ha): -6090.8648
Spin multiplicity: 1
Kohn-Sham gap (eV): 10.62
Energy above the lowest of the compared OMol25 structures with the same formula, charge and spin (kcal/mol): 0.00

XYZ file:
```
190
Properties=species:S:1:pos:R:3:mulliken_charge:R:1
H -7.512 2.843 1.869 0.30
H 2.619 5.552 6.175 0.26
C -11.253 -6.339 -4.392 0.71
H -9.429 3.888 3.231 0.36
C -3.126 -3.051 7.648 -0.05
H 3.820 -7.105 5.762 0.29
C 10.380 -0.386 -5.355 0.73
F 2.278 5.831 12.271 -0.23
C 10.674 -1.958 -7.222 -0.66
H 1.686 6.972 5.561 0.35
C -7.114 -0.781 -10.201 -0.29
C -6.642 0.757 -8.320 0.31
O 9.610 -0.351 -4.275 -0.21
F -3.501 -0.079 0.240 -0.23
H -7.785 -4.677 -3.725 0.29
H -4.680 -5.591 2.761 0.31
C -4.225 5.089 2.713 -0.59
C -5.316 3.240 3.786 0.73
H 9.315 9.062 -3.820 0.30
H -4.886 7.904 -7.452 0.29
H -1.222 -2.431 6.918 0.31
O -4.373 2.991 4.579 -0.60
F 4.197 -5.883 -7.794 -0.24
H -4.267 6.286 -7.450 0.25
H -6.567 -1.661 -10.540 0.29
F 2.499 -4.560 0.481 -0.22
H -3.421 -2.077 8.037 0.24
C 9.533 0.720 -3.409 -0.31
H 4.543 6.388 -5.126 0.33
H -0.321 5.432 -4.816 0.33
H -7.481 -6.237 -4.390 0.30
C -2.821 7.697 -8.073 -0.15
H -1.871 -8.524 -1.177 0.29
O -10.012 -5.897 -4.102 -0.27
F 2.906 -3.556 2.347 -0.24
H 3.922 -0.121 -4.964 0.37
C 5.117 0.847 6.758 -0.71
H -9.600 -4.234 -5.193 0.26
O 10.030 -1.492 -6.018 -0.29
H -13.643 -7.517 -2.972 0.28
O -2.736 -4.954 10.624 -0.57
H -1.858 -3.842 6.061 0.29
H 2.771 -1.310 -4.318 0.30
H -2.755 8.563 -8.731 0.35
C 8.359 0.488 -2.434 -1.03
H 2.378 0.607 0.140 0.29
C 7.992 8.062 -2.454 -0.27
H -12.680 -9.014 -3.230 0.25
H 8.221 1.402 -1.857 0.38
C -12.855 -7.990 -3.559 -0.66
C 6.308 6.526 -3.327 0.77
O -2.323 -8.232 0.881 -0.31
C 0.622 1.114 1.427 -0.12
O -1.286 1.767 -0.483 -0.55
O -5.344 4.227 2.888 -0.29
C 1.836 6.279 6.389 -1.02
H 0.074 1.988 1.781 0.29
C -4.260 7.215 -8.020 -1.06
O 4.891 -6.331 1.814 -0.51
O 6.123 7.449 -4.233 -0.31
H -7.830 4.760 3.578 0.26
C 1.720 1.438 0.391 -1.12
O 7.225 6.908 -2.357 -0.35
C 3.412 -4.389 1.423 0.81
H 4.149 0.705 7.240 0.29
F -1.955 -1.629 0.401 -0.23
H 8.495 7.610 -4.470 0.28
H -5.701 -6.792 2.098 0.27
H -5.368 -6.071 10.193 0.29
H 9.312 1.623 -3.977 0.30
O -3.698 -7.445 2.330 -0.25
H -5.476 -8.302 3.975 0.32
H -8.519 3.564 4.687 0.29
F 1.060 4.672 10.826 -0.23
C -6.114 0.730 -6.814 0.91
O -6.424 2.460 3.588 -0.35
H 5.070 -2.302 -4.143 0.33
H -3.933 5.587 3.638 0.30
H -8.237 1.819 2.985 0.29
O -6.908 1.859 -8.853 -0.53
O -2.284 8.097 -6.857 -0.34
F -6.993 0.491 -5.866 -0.25
H -6.777 -0.035 -10.920 0.34
C -8.419 3.845 3.638 -0.98
H 5.379 -0.097 6.281 0.29
O 2.965 -6.232 3.026 -0.31
O -6.732 -0.543 -8.804 -0.25
F 2.588 -5.193 -6.487 -0.24
H -8.821 -2.089 -9.947 0.29
H 8.622 -0.389 -1.842 0.30
H 9.803 7.410 -3.217 0.28
H -4.019 -3.577 7.311 0.29
O 1.893 6.224 8.784 -0.23
O 4.025 -3.300 -5.705 -0.17
H 4.711 -8.441 4.990 0.32
C -4.814 -6.672 2.721 -0.15
H -6.530 -4.789 10.130 0.24
H 7.339 8.928 -2.560 0.29
H -4.477 -7.042 4.774 0.27
H 1.155 0.749 2.304 0.28
H 5.381 7.354 -6.255 0.29
C 2.380 6.506 10.031 0.30
H 7.476 0.259 -3.029 0.21
H 8.566 4.039 8.345 0.32
C -7.681 2.755 2.942 -0.21
H 3.202 7.337 7.749 0.32
H -7.150 -4.718 -5.378 0.36
C 3.235 -7.495 3.643 -0.29
C -3.261 -4.421 9.670 0.73
C 5.123 7.309 -5.197 -0.76
C 6.567 2.370 7.898 0.77
H 5.437 -1.812 -5.716 0.25
H -4.470 5.903 2.031 0.25
O -1.668 7.526 -4.751 -0.60
H 2.433 2.171 0.769 0.37
C -5.478 -4.995 10.328 -0.62
H -0.429 -8.444 -0.034 0.27
C -2.131 -2.903 6.543 -1.19
C -1.242 0.655 0.051 0.33
O -11.550 -7.337 -3.494 -0.31
H 8.743 2.665 11.126 0.29
H -13.285 -8.056 -4.559 0.32
F -5.621 1.912 -6.553 -0.24
H 10.489 0.996 -2.963 0.36
C 9.211 3.100 10.243 -1.18
O 2.972 7.561 10.314 -0.54
C 4.738 -4.423 -5.996 0.39
O 5.915 -4.499 -5.723 -0.53
C 3.487 -1.109 -5.115 -1.15
C 4.234 -7.476 4.824 -0.96
O -1.493 6.041 -6.499 -0.30
H -1.270 -7.063 -0.525 0.30
H -9.230 -0.438 -9.563 0.31
H 2.931 -1.135 -6.052 0.32
C 4.596 -2.158 -5.114 -0.19
H -4.763 7.068 -8.975 0.37
O 5.713 5.474 -3.248 -0.57
H -9.360 -5.682 -6.111 0.34
H -3.349 4.534 2.379 0.23
O -2.512 -3.769 8.764 -0.30
F -5.136 -0.138 -6.758 -0.24
C -7.795 -5.230 -4.664 -1.13
F 3.978 -6.741 -5.941 -0.24
H -0.026 4.592 -6.327 0.25
O -11.915 -6.093 -5.382 -0.56
C -2.308 -0.491 -0.177 0.86
C -9.218 -5.253 -5.119 -0.19
C -3.358 -7.457 0.980 0.75
O 7.626 2.295 8.753 -0.25
H 1.386 1.818 -0.574 0.32
C -1.795 7.200 -5.954 0.76
H 11.116 -2.947 -7.100 0.25
O -3.888 -6.820 0.055 -0.59
H 7.343 3.993 9.610 0.26
C -5.274 -7.234 4.056 -1.22
H 9.979 2.475 9.788 0.32
H 11.397 -1.211 -7.547 0.34
H 5.085 1.430 5.838 0.32
C 9.004 8.040 -3.607 -0.90
H 9.768 4.003 10.493 0.38
H 4.996 -6.767 4.502 0.29
O 6.080 3.384 7.393 -0.60
F -2.381 -0.741 -1.462 -0.26
C -1.440 -8.108 -0.267 -0.66
O -0.304 0.230 0.956 -0.23
C 8.213 3.474 9.207 -0.17
O -4.583 -4.306 9.453 -0.33
H -2.579 -2.297 5.756 0.38
H -8.949 -0.885 -11.241 0.32
H -2.239 6.952 -8.615 0.27
F 3.291 4.540 10.909 -0.22
C 2.214 5.348 11.023 0.89
C 2.139 7.109 7.678 -0.26
C -0.808 5.024 -5.702 -0.68
H 9.999 -2.123 -8.062 0.25
F 4.495 -3.697 0.849 -0.26
O 6.207 1.124 7.643 -0.32
H 2.287 -7.950 3.932 0.36
H -1.520 4.280 -5.343 0.27
C 3.862 -5.590 -6.567 0.82
C 3.837 -5.726 2.100 0.37
H 3.511 -8.178 2.840 0.33
H 1.568 8.032 7.781 0.31
C -8.614 -1.053 -10.217 -0.98
H -5.330 -4.676 11.359 0.29
H 0.916 5.711 6.525 0.30
H 8.453 8.198 -1.476 0.35
H 4.413 8.134 -5.127 0.28
H -6.213 -6.898 4.495 0.40
O 11.190 0.468 -5.748 -0.60
```

***

Number 2 is which compound? C52H89F15O34

***

Kohn-Sham gap of number 2 (C52H89F15O34)? 10.62 eV